No. 1
A structure of composition C24H16BBrF9N6O4SSn, computed with ωB97M-V/def2-TZVPD.

Computed properties:
- LUMO: 2.03 eV
- HOMO energy: -5.6 eV
- Charge: -1
- Frontier orbital gap: 7.61 eV

The geometry in XYZ format:
```
63
C24H16BBrF9N6O4SSn ωB97M-V/def2-TZVPD
Sn 0.8717 0.4630 0.2234
O 4.5230 -2.2253 2.6997
C 3.4833 -1.5317 2.1897
O 3.5992 -0.7778 1.2647
C 2.1917 -1.8280 2.8890
C 2.0584 -2.8916 3.7612
C 0.7962 -3.1550 4.2803
C -0.2609 -2.3506 3.9119
C -0.0262 -1.2959 3.0353
N 1.1767 -1.0402 2.5418
C -1.1811 -0.4146 2.5646
O -2.2708 -0.5938 3.0995
O -0.8820 0.4538 1.6754
H 5.2901 -1.9906 2.1584
H 2.9150 -3.5042 4.0035
H 0.6472 -3.9899 4.9539
H -1.2691 -2.5083 4.2689
N -6.6040 -1.1013 2.8031
C -5.7644 -0.8397 2.0630
C -4.7374 -0.5050 1.1025
C -4.3077 0.8041 0.9621
C -3.3307 1.0736 0.0202
N -2.7938 0.1429 -0.7684
C -3.2078 -1.1163 -0.6103
C -4.1737 -1.4917 0.3065
H -4.6984 1.5874 1.5962
H -2.9438 2.0783 -0.0857
H -2.7255 -1.8633 -1.2310
H -4.4644 -2.5274 0.4128
F 2.5867 -4.3549 -5.1672
C 2.0275 -3.8237 -4.0745
C 2.5608 -2.6927 -3.4929
F 3.6458 -2.1250 -4.0279
C 1.9730 -2.1569 -2.3649
F 2.5515 -1.0748 -1.8320
C 0.8392 -2.6993 -1.7704
S 0.0701 -2.0431 -0.3504
C 0.3367 -3.8417 -2.3841
F -0.7565 -4.4399 -1.8899
C 0.9094 -4.3994 -3.5097
F 0.3807 -5.4999 -4.0627
N -0.4798 0.1695 -3.0006
N 0.4161 0.9894 -2.2433
H -0.7223 0.6306 -3.8696
H -1.3232 0.0871 -2.4425
H 0.2204 1.9831 -2.3258
H 1.3646 0.8577 -2.5729
Br -1.2458 6.3028 -2.2557
C -0.6650 5.2652 -0.7845
C -0.0273 5.8581 0.2884
C 0.3686 5.0460 1.3352
C 0.1273 3.6845 1.2543
N -0.4730 3.1167 0.2115
C -0.8678 3.8993 -0.7909
H 0.1700 6.9214 0.2922
H 0.8802 5.4592 2.1936
H 0.4382 3.0140 2.0481
H -1.3616 3.4214 -1.6317
F 1.6819 3.5233 -2.0802
B 2.8474 3.0943 -1.3743
F 2.7260 3.4509 -0.0101
F 3.9952 3.6527 -1.9394
F 2.8941 1.6634 -1.4673
```


No. 2
A structure of composition C33H37ClO2Si2Zr in a non-equilibrium geometry, computed with ωB97M-V/def2-TZVPD.

Computed properties:
- LUMO (alpha / beta): -7.84 / -7.84 eV
- HOMO energy (alpha / beta): -12.7 / -12.7 eV
- Charge: +2
- Frontier orbital gap (alpha / beta): 4.84 / 4.84 eV

The geometry in XYZ format:
```
76
C33H37ClO2Si2Zr ωB97M-V/def2-TZVPD
C 3.9072 -1.2194 0.9827
C 3.0934 -1.3601 -0.1949
C 2.7167 -0.0419 -0.6303
H 2.8823 -2.2923 -0.7176
C 3.3143 0.9123 0.2657
C 4.0749 0.1865 1.2324
H 4.7600 0.6162 1.9618
H 4.3767 -2.0259 1.5589
H 2.2339 0.2093 -1.5721
H 3.2864 2.0022 0.1620
Zr 1.7097 -0.4160 1.4969
Si -0.8657 -0.9714 -1.6419
C -2.4051 -2.1204 -1.4948
C -3.6911 -1.5536 -1.4859
H -3.8341 -0.4751 -1.6121
C -4.8320 -2.3467 -1.3310
H -5.8121 -1.8679 -1.2982
C -4.7162 -3.7344 -1.2076
H -5.6091 -4.3487 -1.0818
C -3.4386 -4.3127 -1.2743
H -3.3451 -5.3921 -1.2029
C -2.2948 -3.5123 -1.4229
H -1.3112 -3.9955 -1.4927
C -1.6185 -0.0090 -3.1463
C -2.1109 -0.8960 -4.1331
H -1.8618 -1.9639 -4.0578
C -2.9704 -0.4607 -5.1508
H -3.4247 -1.2027 -5.8118
C -3.2003 0.9138 -5.3361
H -3.8118 1.2541 -6.1758
C -2.5924 1.8155 -4.4644
H -2.6726 2.8937 -4.6354
C -1.8487 1.3499 -3.3801
H -1.4446 2.1298 -2.7383
H 0.3292 -1.6337 -2.1974
Si -2.0824 2.4557 -0.2794
C -0.3678 3.0573 -0.8144
C 0.5122 2.3426 -1.6546
H 0.2536 1.3325 -1.9804
C 1.6836 2.8780 -2.1880
H 2.2864 2.2943 -2.8988
C 2.0694 4.1728 -1.8311
H 2.9977 4.5957 -2.2355
C 1.2761 4.8839 -0.9128
H 1.5976 5.8802 -0.5941
C 0.0742 4.3410 -0.4259
H -0.5261 4.9118 0.2869
C -1.7337 0.6926 0.2578
C -0.4715 -0.0812 -0.0773
H 0.3915 0.6113 -0.1105
C -0.1981 -1.3818 0.5854
H 0.5242 -2.0592 0.0901
C -1.2666 -1.9908 1.3109
H -1.1890 -3.0471 1.5891
C -2.3950 -1.2656 1.5780
H -3.2035 -1.7270 2.1577
C -2.6007 0.0465 1.1167
H -3.4987 0.5772 1.4524
H -2.3494 3.2112 0.8578
Cl 0.7108 1.6543 2.0663
C 1.2250 -2.5890 3.3198
O 1.8851 -1.3203 3.4556
C 2.4176 -1.0896 4.7909
C 3.0889 0.2639 4.8603
O 2.9264 0.9311 3.6155
C 3.4633 2.2627 3.6773
H 0.1476 -2.4832 3.5220
H 1.3943 -3.0055 2.3052
H 1.6662 -3.2793 4.0517
H 1.5807 -1.1290 5.4970
H 3.1551 -1.8767 4.9917
H 2.6301 0.8635 5.6657
H 4.1662 0.1528 5.0688
H 3.0622 2.7976 4.5559
H 4.5637 2.2119 3.7462
H 3.1599 2.7720 2.7580
```


No. 3
An isolated molecule of C4H8O2 in a non-equilibrium geometry, computed with ωB97M-V/def2-TZVPD.

Computed properties:
- SMILES: C[C@]1(O)C[C@H]1O
- LUMO: 0.66 eV
- HOMO energy: -9.1 eV
- Frontier orbital gap: 9.74 eV

The geometry in XYZ format:
```
14
C4H8O2 ωB97M-V/def2-TZVPD
C -0.8932 -0.7399 0.6039
C 0.5233 -0.2396 0.8911
C -0.0964 -0.0227 -0.4592
C -0.6477 1.3462 -0.9900
O 1.5423 -1.1116 1.0645
O 0.5727 -0.6817 -1.4684
H -0.8937 -1.8266 0.6366
H -1.6758 -0.1046 1.0455
H 0.4429 0.4619 1.6942
H -0.7251 1.4208 -2.0600
H 0.0502 2.1131 -0.6413
H -1.7286 1.4178 -0.5792
H 2.4062 -0.6934 1.3176
H 1.1227 -1.3396 -1.0555
```


No. 4
An isolated molecule of C5H8BFO2 in a non-equilibrium geometry, computed with ωB97M-V/def2-TZVPD.

Computed properties:
- LUMO: -0.33 eV
- HOMO energy: -9.5 eV
- Frontier orbital gap: 9.21 eV

The geometry in XYZ format:
```
17
C5H8BFO2 ωB97M-V/def2-TZVPD
B 0.1419 1.7660 -0.1399
C 1.5722 -1.5630 -0.4380
C 0.6098 -0.7922 0.1119
C -0.2433 0.2361 -0.5573
C -3.1463 0.4866 0.4208
C -1.7795 -0.1953 -0.0605
O -0.6040 2.8068 -0.6643
O 1.1491 2.1367 0.5980
F -4.0758 -0.4532 0.1049
H 2.2106 -2.3002 -0.0430
H 1.6648 -1.6439 -1.4598
H 0.4935 -0.7356 1.1802
H -0.3076 0.1827 -1.6962
H -1.4227 -0.5757 0.8940
H -2.0732 -1.0464 -0.6075
H -1.3974 2.3907 -1.0197
H 1.1007 3.0507 0.5576
```


No. 5
An isolated molecule of C4H2FNOS in a non-equilibrium geometry, computed with ωB97M-V/def2-TZVPD.

Computed properties:
- SMILES: N#CC(=S)O/C=C/F
- LUMO: -1.50 eV
- HOMO energy: -10.1 eV
- Frontier orbital gap: 8.55 eV

The geometry in XYZ format:
```
10
C4H2FNOS ωB97M-V/def2-TZVPD
C -0.7074 1.6023 -1.5735
C -0.6076 1.1442 -0.3276
C 0.5842 -0.5802 0.7007
C -0.5697 -1.4197 0.5031
H 0.0445 1.6422 -2.3577
H -1.5037 1.2057 0.2772
N -1.3956 -2.1906 0.3031
O 0.5245 0.7042 0.2283
F -1.8673 2.1812 -2.0611
S 1.9776 -1.0786 1.3042
```


Number 1: electronic energy -5664.21464 a.u.. Number 2: electronic energy -2515.74947 a.u.. Number 3: electronic energy -307.61806 a.u.. Number 4: electronic energy -470.43415 a.u.. Number 5: electronic energy -781.58101 a.u..